Record 1
{
  "formula": "C12H34BCl4F4O10",
  "method": "ωB97M-V/def2-TZVPD",
  "homo_lumo_gap_ev": 10.01,
  "charge": -1,
  "multiplicity": 1,
  "homo_ev": -7.83,
  "symbols": ["Cl", "Cl", "Cl", "Cl", "F", "F", "F", "F", "O", "O", "O", "O", "O", "O", "O", "O", "O", "O", "C", "C", "C", "C", "C", "C", "C", "C", "C", "C", "C", "C", "B", "H", "H", "H", "H", "H", "H", "H", "H", "H", "H", "H", "H", "H", "H", "H", "H", "H", "H", "H", "H", "H", "H", "H", "H", "H", "H", "H", "H", "H", "H", "H", "H", "H", "H"],
  "coordinates": [[-6.18, -0.78, -12.31], [-6.77, -7.34, -17.23], [-6.35, -7.62, -14.30], [-7.26, 1.74, -13.19], [-4.62, -0.68, -19.91], [-4.76, -1.97, -18.10], [-6.67, -1.26, -19.18], [-5.33, -2.68, -20.15], [-13.18, -5.20, -21.27], [-3.17, -7.05, -23.04], [-10.86, -3.63, -20.58], [-10.30, 4.34, -19.12], [-2.96, -4.52, -24.19], [-7.45, 0.84, -23.27], [-1.03, -4.66, -17.92], [-4.92, 0.32, -24.83], [-0.36, -2.50, -15.68], [-12.09, 2.80, -17.53], [-2.22, -6.87, -24.11], [-6.42, 0.26, -13.71], [0.34, -3.67, -16.12], [-11.81, -4.04, -19.64], [-9.87, 3.73, -17.97], [-6.03, -6.68, -15.71], [0.23, -4.00, -17.64], [-1.87, -5.40, -24.34], [-6.29, 0.23, -25.39], [-10.68, 2.48, -17.43], [-7.45, -0.05, -24.29], [-12.37, -5.40, -20.15], [-5.37, -1.65, -19.28], [-11.28, -4.24, -18.71], [-5.44, 0.58, -14.07], [-1.03, -5.23, -23.67], [-1.73, -4.00, -17.83], [-12.70, -4.79, -21.99], [0.28, -3.13, -18.29], [-1.47, -5.38, -25.35], [1.02, -4.70, -17.94], [-2.55, -7.35, -25.04], [-4.71, -0.51, -24.39], [-5.01, -6.34, -15.87], [-9.92, 4.50, -17.20], [-7.16, -1.03, -23.91], [-11.58, -6.05, -20.51], [-8.41, -0.27, -24.75], [-12.16, 3.53, -18.15], [-12.64, -3.35, -19.54], [-13.05, -5.88, -19.45], [-0.03, -4.54, -15.57], [-2.91, -6.51, -22.29], [-6.49, -5.70, -15.55], [-10.56, 1.54, -17.98], [-10.19, -3.08, -20.17], [-1.16, -2.47, -16.22], [-10.46, 2.29, -16.38], [-8.81, 3.49, -18.00], [-6.70, 0.68, -22.69], [-9.77, 3.94, -19.81], [-7.05, -0.22, -14.46], [-6.27, -0.42, -26.27], [-6.43, 1.21, -25.85], [1.32, -3.59, -15.65], [-1.38, -7.51, -23.86], [-3.64, -4.94, -23.65]],
  "nbo_charge": [-0.027, -0.041, -0.001, -0.051, -0.583, -0.573, -0.571, -0.579, -0.734, -0.728, -0.739, -0.712, -0.709, -0.712, -0.723, -0.735, -0.712, -0.738, -0.090, -0.390, -0.104, -0.088, -0.097, -0.415, -0.104, -0.087, -0.104, -0.091, -0.077, -0.074, 1.307, 0.164, 0.232, 0.152, 0.472, 0.473, 0.180, 0.171, 0.184, 0.172, 0.468, 0.233, 0.166, 0.154, 0.169, 0.177, 0.471, 0.165, 0.174, 0.166, 0.472, 0.224, 0.172, 0.490, 0.461, 0.178, 0.172, 0.495, 0.479, 0.237, 0.164, 0.169, 0.179, 0.164, 0.485]
}



Record 2
{
  "formula": "C12H34CdN4P2",
  "method": "ωB97M-V/def2-TZVPD",
  "homo_lumo_gap_ev": 6.39,
  "multiplicity": 1,
  "homo_ev": -5.72,
  "symbols": ["Cd", "P", "P", "N", "N", "N", "N", "C", "C", "C", "C", "C", "C", "C", "C", "C", "C", "C", "C", "H", "H", "H", "H", "H", "H", "H", "H", "H", "H", "H", "H", "H", "H", "H", "H", "H", "H", "H", "H", "H", "H", "H", "H", "H", "H", "H", "H", "H", "H", "H", "H", "H", "H"],
  "coordinates": [[1.07, 0.32, -0.04], [0.37, -0.97, 2.34], [0.37, 0.14, -2.71], [0.20, 4.80, 0.20], [-1.41, 4.01, 1.88], [-2.07, 4.12, -0.49], [-0.45, 2.40, 0.26], [1.60, -2.32, 2.49], [1.05, 1.66, -3.49], [0.89, 0.13, 3.72], [-0.97, 2.65, 1.66], [-1.26, -0.09, -3.51], [-0.29, 4.95, 1.58], [0.66, 3.44, -0.02], [-0.94, 5.08, -0.71], [-1.57, 2.76, -0.69], [1.46, -1.17, -3.41], [-1.16, -1.74, 3.00], [-2.52, 4.31, 0.91], [2.76, -0.20, -0.11], [2.00, 1.92, -3.01], [-3.72, -0.10, -0.09], [-0.65, 5.97, 1.74], [1.52, 3.19, 0.61], [-1.69, -1.05, -3.20], [-1.94, 0.71, -3.18], [1.64, -2.69, 3.53], [0.54, 4.74, 2.29], [2.45, -1.06, -2.94], [2.58, -1.93, 2.18], [-2.83, 5.35, 1.06], [-1.50, -2.51, 2.30], [0.14, -1.15, -0.23], [1.22, 1.49, -4.57], [-0.99, -2.19, 3.99], [-3.38, 3.65, 1.12], [-1.21, -0.07, -4.61], [-1.81, 1.97, 1.83], [1.80, 0.68, 3.41], [-0.18, 2.37, 2.38], [1.54, -1.07, -4.51], [-0.61, 5.01, -1.76], [0.98, 3.29, -1.06], [-1.30, 6.10, -0.52], [1.10, -0.45, 4.64], [-2.37, 2.03, -0.59], [1.30, -3.12, 1.81], [0.36, 2.51, -3.37], [1.03, -2.15, -3.15], [-3.56, -0.10, 0.64], [0.10, 0.87, 3.94], [-1.17, 2.66, -1.72], [-1.94, -0.97, 3.08]],
  "nbo_charge": [1.283, 0.815, 0.796, -0.470, -0.466, -0.468, -0.541, -0.953, -0.964, -0.963, -0.085, -0.947, -0.076, -0.097, -0.076, -0.082, -0.944, -0.948, -0.078, -0.562, 0.240, 0.003, 0.201, 0.211, 0.248, 0.231, 0.215, 0.204, 0.254, 0.252, 0.201, 0.246, -0.792, 0.213, 0.218, 0.204, 0.220, 0.203, 0.234, 0.207, 0.217, 0.202, 0.208, 0.201, 0.207, 0.212, 0.247, 0.220, 0.250, -0.003, 0.221, 0.200, 0.229]
}